--- one ---
A molecular structure, C34H38BrCl3N5O6RuSe2, computed with ωB97M-V/def2-TZVPD.

Last column: Löwdin spin population.
Cartesian coordinates (Å):
Ru: -0.65695 1.12049 -1.52726  0.8597
O: -3.88374 2.14967 -0.85436  0.0000
C: -4.10292 3.32906 -1.59435  0.0036
C: -2.92546 4.32376 -1.57163  0.0028
C: -3.59710 5.70856 -1.69786  -0.0001
O: -2.71458 6.78303 -1.97328  0.0002
C: -2.15019 4.29034 -0.25516  -0.0043
Se: -0.89036 2.82405 0.12987  -0.0336
C: -1.95251 4.17330 -2.74622  0.0107
Se: -1.55326 2.36481 -3.33526  0.0997
H: -3.81628 1.37140 -1.43272  -0.0001
H: -4.98182 3.82056 -1.15803  0.0000
H: -4.34053 3.11042 -2.64061  0.0020
H: -4.17664 5.91114 -0.78790  0.0001
H: -4.29537 5.68458 -2.53780  0.0001
H: -2.05532 6.82325 -1.27319  0.0000
H: -2.83717 4.30066 0.59324  -0.0013
H: -1.53468 5.19190 -0.18799  -0.0002
H: -0.99971 4.64089 -2.49629  0.0022
H: -2.33809 4.68943 -3.62738  -0.0009
C: 3.51476 -1.63583 3.26551  0.0002
N: 2.84886 -0.41914 2.82647  0.0004
N: 2.88109 -0.16424 1.45416  0.0019
C: 1.69582 0.45607 1.06018  0.0034
O: 1.52588 0.91428 -0.06370  0.0299
C: 0.86060 0.44259 2.23562  -0.0001
C: 1.57123 -0.11924 3.23925  0.0000
C: 1.14267 -0.45547 4.62395  0.0000
C: 4.12063 -0.00282 0.79387  0.0001
C: 4.21353 -0.35638 -0.54631  0.0001
C: 5.41548 -0.18183 -1.21256  0.0000
C: 6.52434 0.32235 -0.54616  0.0001
C: 6.42420 0.66396 0.79421  0.0000
C: 5.22086 0.51313 1.46708  0.0000
H: 4.46504 -1.72195 2.74420  0.0000
H: 2.91307 -2.52511 3.05992  0.0000
H: 3.71608 -1.56122 4.33224  0.0000
H: -0.13241 0.85637 2.28578  -0.0003
H: 0.14997 -0.05118 4.80672  0.0000
H: 1.83090 -0.04262 5.36246  0.0000
H: 1.10340 -1.53784 4.76515  0.0000
H: 3.34538 -0.75569 -1.05085  0.0000
H: 5.48520 -0.45046 -2.25858  0.0000
H: 7.46255 0.44944 -1.06960  0.0000
H: 7.28208 1.06348 1.31876  0.0000
H: 5.12524 0.80124 2.50569  0.0000
Br: 1.82884 3.42414 -2.42280  0.0025
C: 1.92162 1.67176 -3.07274  0.0024
C: 2.96929 1.38531 -3.93874  -0.0008
C: 3.14360 0.09042 -4.37879  0.0031
C: 2.28423 -0.88834 -3.90584  -0.0010
C: 1.26219 -0.51816 -3.05976  0.0013
N: 1.04835 0.75029 -2.66547  -0.0079
H: 3.62678 2.18449 -4.24381  -0.0001
H: 3.94549 -0.15123 -5.06420  0.0001
H: 2.38280 -1.92550 -4.19212  -0.0001
H: 0.56384 -1.24599 -2.67872  -0.0001
Cl: -4.44367 -2.36546 -4.01714  0.0000
C: -2.78602 -2.25761 -3.43566  -0.0003
Cl: -1.67125 -2.45984 -4.79091  0.0001
Cl: -2.48780 -3.56046 -2.23991  -0.0001
C: -2.54662 -0.92313 -2.64805  -0.0005
O: -3.48649 -0.47105 -2.01865  0.0013
O: -1.34699 -0.53557 -2.71029  0.0011
C: -3.41625 -3.41375 2.31333  0.0002
N: -2.61531 -2.19311 2.27411  0.0003
N: -1.60979 -2.18512 1.30458  0.0014
C: -1.55945 -0.94782 0.69145  0.0023
O: -0.66960 -0.66536 -0.12652  0.0184
C: -2.63072 -0.18006 1.25870  -0.0001
C: -3.25613 -0.97184 2.15386  0.0000
C: -4.49971 -0.71102 2.92623  0.0000
C: -0.54195 -3.10531 1.38565  0.0002
C: 0.14533 -3.45438 0.22799  0.0001
C: 1.19485 -4.35579 0.31112  0.0000
C: 1.54539 -4.92804 1.52660  0.0000
C: 0.84671 -4.58073 2.67425  0.0000
C: -0.18856 -3.65986 2.61171  0.0000
H: -2.75344 -4.27093 2.22721  0.0000
H: -4.14557 -3.44424 1.49916  0.0000
H: -3.92668 -3.46876 3.27225  0.0000
H: -2.87839 0.82892 0.97790  -0.0003
H: -4.78034 0.33337 2.81592  0.0000
H: -4.36410 -0.93380 3.98526  0.0000
H: -5.32303 -1.32335 2.55290  0.0000
H: -0.15190 -3.02319 -0.71664  0.0000
H: 1.73004 -4.62701 -0.58974  0.0000
H: 2.35391 -5.64528 1.57692  0.0000
H: 1.10976 -5.02319 3.62676  0.0000
H: -0.72698 -3.36758 3.50341  0.0000

## Properties
<S²> = 0.76
Multiplicity = 2
Lowest unoccupied orbital energy (alpha / beta) = 0.0068 / -0.0022 Ha

--- two ---
A molecular structure, C34H38BrCl3N5O6RuSe2, computed with ωB97M-V/def2-TZVPD.

Last column: Löwdin spin population.
Cartesian coordinates (Å):
Ru: 0.46873 0.17932 0.21279  0.9132
O: 4.64330 1.17019 0.07381  0.0023
C: 5.30606 -0.06451 -0.07090  0.0001
C: 4.42188 -1.30803 -0.24724  0.0027
C: 5.44620 -2.44810 -0.46604  0.0014
O: 4.88924 -3.72555 -0.72265  0.0002
C: 3.56654 -1.70547 0.95276  0.0033
Se: 2.21076 -0.55311 1.77109  0.0001
C: 3.56381 -1.23047 -1.50227  0.0008
Se: 2.07603 0.05283 -1.62421  -0.0027
H: 3.96851 1.22085 -0.62472  0.0016
H: 5.94006 -0.18321 0.81170  0.0001
H: 5.97458 -0.02094 -0.94354  0.0001
H: 6.11296 -2.48935 0.40488  0.0001
H: 6.05495 -2.21644 -1.34238  0.0001
H: 4.42509 -4.02173 0.06661  0.0000
H: 4.21542 -1.91184 1.81053  -0.0016
H: 3.05889 -2.63998 0.70149  0.0004
H: 3.17810 -2.22492 -1.72019  0.0009
H: 4.18067 -0.92726 -2.35344  -0.0013
C: -4.00753 -1.13516 4.84561  0.0004
N: -3.01327 -0.09524 4.61238  0.0014
N: -1.79876 -0.48515 4.05481  0.0030
C: -1.31615 0.52588 3.22163  0.0023
O: -0.21718 0.44373 2.67007  0.0172
C: -2.33109 1.54076 3.24383  0.0002
C: -3.33781 1.10490 4.03958  0.0002
C: -4.67215 1.71345 4.28940  0.0000
C: -1.00320 -1.45939 4.70619  0.0002
C: -0.11732 -2.22388 3.96068  0.0012
C: 0.67907 -3.15502 4.61038  0.0004
C: 0.58318 -3.34112 5.98134  0.0000
C: -0.30500 -2.56991 6.71852  0.0000
C: -1.08931 -1.61776 6.08754  0.0001
H: -3.49662 -2.04294 5.15387  0.0000
H: -4.58665 -1.34843 3.94467  0.0001
H: -4.66862 -0.82172 5.65113  0.0000
H: -2.29482 2.46846 2.70382  0.0000
H: -4.72206 2.69380 3.82206  0.0000
H: -4.86526 1.82345 5.35739  0.0000
H: -5.46540 1.09327 3.86626  0.0000
H: -0.02423 -2.07541 2.89473  0.0006
H: 1.38138 -3.73666 4.02715  0.0001
H: 1.20324 -4.07721 6.47627  0.0000
H: -0.37691 -2.69602 7.79110  0.0000
H: -1.75969 -0.98916 6.65903  0.0000
Br: -1.82494 2.92068 -0.12311  -0.0006
C: 0.03870 3.21960 -0.08394  -0.0016
C: 0.45056 4.50932 -0.37189  -0.0004
C: 1.77681 4.85084 -0.17180  -0.0006
C: 2.62075 3.89392 0.35951  -0.0001
C: 2.12927 2.62586 0.59195  -0.0005
N: 0.86199 2.25229 0.33464  -0.0060
H: -0.27782 5.22453 -0.72224  -0.0001
H: 2.12543 5.84922 -0.40114  -0.0001
H: 3.66282 4.08728 0.57119  0.0000
H: 2.76647 1.85000 0.99083  0.0002
Cl: -4.24802 -1.52778 0.94868  0.0007
C: -2.75613 -2.37891 0.52111  0.0008
Cl: -2.37319 -3.55869 1.78088  0.0001
Cl: -2.99133 -3.21311 -1.02592  0.0003
C: -1.57151 -1.37900 0.38903  0.0002
O: -0.43075 -1.85228 0.15708  -0.0083
O: -1.79211 -0.17113 0.55148  0.0465
C: -2.33305 -0.42441 -5.94016  0.0002
N: -1.31479 -0.49960 -4.90283  0.0018
N: -1.30393 0.53765 -3.96983  0.0015
C: -0.90143 0.04345 -2.73910  0.0009
O: -0.63447 0.78874 -1.79303  0.0135
C: -0.79062 -1.37653 -2.90643  0.0010
C: -1.08409 -1.65696 -4.19790  0.0010
C: -1.21026 -2.97863 -4.86753  0.0001
C: -1.06591 1.86657 -4.41131  0.0001
C: -1.74412 2.90796 -3.79847  0.0000
C: -1.49405 4.21183 -4.19895  0.0000
C: -0.59267 4.46882 -5.22200  0.0000
C: 0.07125 3.41759 -5.83988  0.0000
C: -0.15390 2.11276 -5.43038  0.0000
H: -2.44577 0.61413 -6.24070  0.0000
H: -3.29894 -0.80364 -5.59411  0.0000
H: -2.00307 -0.99528 -6.80540  0.0000
H: -0.49437 -2.06308 -2.13131  -0.0002
H: -0.83394 -3.75760 -4.20891  0.0000
H: -0.64863 -3.00778 -5.80179  0.0000
H: -2.25569 -3.19999 -5.09477  0.0000
H: -2.44926 2.68757 -3.01034  0.0000
H: -2.01598 5.02752 -3.71495  0.0000
H: -0.40734 5.48670 -5.53934  0.0000
H: 0.78021 3.61454 -6.63339  0.0000
H: 0.37823 1.28520 -5.88106  0.0000

## Properties
<S²> = 0.77
Multiplicity = 2
Lowest unoccupied orbital energy (alpha / beta) = 0.0133 / 0.0107 Ha

It is one that is most stable; the runner-up trails by 0.0100 hartree.